# 1
A structure of composition C4H6N3, computed with the ωB97M-V functional and the def2-TZVPD basis.

Geometry as XYZ:
```
13
Properties=species:S:1:pos:R:3:forces:R:3:lowdin_charge:R:1
C 0.1750 -0.4470 -0.5590 0.6 1.4 2.5 -0.0850
C 0.0961 0.8750 0.9377 0.5 -5.4 -6.1 -0.1195
C 0.7889 -0.6348 -1.7064 1.7 1.7 -1.2 0.0709
C -0.7646 -1.3255 0.1448 -2.9 1.6 -2.8 -0.2056
N -0.7046 0.1848 1.7604 0.0 3.0 3.3 0.0614
N -1.1032 -0.9220 1.4441 -0.6 -0.8 0.1 0.1008
N 0.4829 2.0558 0.9147 -0.6 2.7 2.4 0.2728
H 0.6433 -1.4611 -2.3853 -0.8 -0.6 0.4 0.0867
H 1.5540 -0.0033 -2.2578 -0.9 -0.2 1.5 0.1057
H -1.8157 -1.0766 -0.4416 2.0 -1.2 1.4 0.2307
H -0.5992 -2.3535 0.1998 0.3 -1.7 -0.4 0.1194
H 1.1474 2.4498 0.2603 -0.1 -0.2 -0.2 0.1668
H 0.0998 2.6582 1.6884 0.8 -0.3 -0.9 0.1949
```
Forces are in eV/Å.

Output
- charge = +1
- energy relative to the best compared isomer or geometry (same formula, charge and spin) (kcal/mol) = 114.82
- Kohn-Sham gap (eV) = 8.05
- LUMO energy (eV) = -6.3

***

# 2
The molecule C20H30N2O5S, computed with the ωB97M-V functional and the def2-TZVPD basis.

Geometry as XYZ:
```
58
Properties=species:S:1:pos:R:3:forces:R:3:lowdin_charge:R:1
C 6.7247 -4.3986 -0.0775 0.0 0.0 0.0 -0.4020
S 5.5312 -3.2158 -0.7270 0.0 0.0 0.0 0.8735
C 4.2317 -4.3412 -1.3345 0.0 0.0 0.0 -0.5782
C 3.7880 -5.3959 -0.3329 0.0 0.0 0.0 -0.0933
C 3.0586 -3.4892 -1.8494 0.0 0.0 0.0 -0.3522
O 2.3377 -4.2462 -2.7838 0.0 0.0 0.0 -0.0116
C 2.0817 -3.0236 -0.7599 0.0 0.0 0.0 -0.4414
O 0.8894 -3.2853 -0.8859 0.0 0.0 0.0 0.0560
N 2.5800 -2.3231 0.2693 0.0 0.0 0.0 0.1000
C 1.7409 -1.8040 1.3293 0.0 0.0 0.0 -0.0894
C 1.4971 -0.2984 1.2141 0.0 0.0 0.0 -0.5073
O 2.8063 0.2660 1.3150 0.0 0.0 0.0 -0.0017
C 0.8580 0.0861 -0.1222 0.0 0.0 0.0 -0.0765
C -0.6108 -0.3310 -0.2010 0.0 0.0 0.0 -0.1270
N -1.3504 0.2203 0.9255 0.0 0.0 0.0 -0.0493
C -2.0631 1.3896 0.8852 0.0 0.0 0.0 -0.4260
O -2.4059 1.9672 1.9000 0.0 0.0 0.0 0.0723
C -2.4325 1.9111 -0.5027 0.0 0.0 0.0 -0.0612
C -3.3713 3.0845 -0.4706 0.0 0.0 0.0 -0.2292
C -2.9774 4.3029 0.0786 0.0 0.0 0.0 -0.0323
C -3.8419 5.3801 0.0892 0.0 0.0 0.0 -0.0350
C -5.1254 5.2715 -0.4424 0.0 0.0 0.0 -0.2096
C -6.0438 6.4624 -0.3893 0.0 0.0 0.0 -0.2201
O -7.2257 6.1992 -1.1277 0.0 0.0 0.0 -0.0648
C -5.5224 4.0632 -0.9898 0.0 0.0 0.0 -0.0204
C -4.6473 2.9824 -1.0014 0.0 0.0 0.0 -0.0252
C -0.8439 -0.2312 2.2128 0.0 0.0 0.0 -0.1228
C 0.6202 0.1782 2.3741 0.0 0.0 0.0 -0.0835
H 7.6211 -3.8341 0.1707 0.0 0.0 0.0 0.0304
H 6.3612 -4.8926 0.8204 0.0 0.0 0.0 0.0331
H 6.9754 -5.1379 -0.8374 0.0 0.0 0.0 0.0437
H 4.6330 -4.8269 -2.2262 0.0 0.0 0.0 0.1132
H 2.9434 -5.9495 -0.7464 0.0 0.0 0.0 0.0920
H 4.5830 -6.1103 -0.1252 0.0 0.0 0.0 0.0690
H 3.4837 -4.9387 0.6099 0.0 0.0 0.0 0.0829
H 3.4656 -2.5895 -2.3323 0.0 0.0 0.0 0.1436
H 1.4070 -4.1776 -2.5041 0.0 0.0 0.0 0.0874
H 3.5747 -2.1515 0.3172 0.0 0.0 0.0 0.0784
H 0.8028 -2.3537 1.3070 0.0 0.0 0.0 0.1236
H 2.2325 -1.9863 2.2862 0.0 0.0 0.0 0.1400
H 2.7364 1.2234 1.2368 0.0 0.0 0.0 0.0984
H 0.9237 1.1756 -0.2255 0.0 0.0 0.0 0.1281
H 1.4291 -0.3510 -0.9431 0.0 0.0 0.0 0.1217
H -1.0463 -0.0074 -1.1412 0.0 0.0 0.0 0.1130
H -0.6898 -1.4199 -0.1747 0.0 0.0 0.0 0.1178
H -1.5070 2.1844 -1.0201 0.0 0.0 0.0 0.1275
H -2.8774 1.0982 -1.0797 0.0 0.0 0.0 0.1193
H -1.9900 4.4011 0.5121 0.0 0.0 0.0 0.1170
H -3.5184 6.3216 0.5204 0.0 0.0 0.0 0.1148
H -6.2860 6.6790 0.6579 0.0 0.0 0.0 0.1263
H -5.5212 7.3360 -0.7959 0.0 0.0 0.0 0.1228
H -7.8203 6.9469 -1.0284 0.0 0.0 0.0 0.0871
H -6.5144 3.9684 -1.4082 0.0 0.0 0.0 0.1097
H -4.9717 2.0419 -1.4327 0.0 0.0 0.0 0.1114
H -1.4531 0.2119 2.9945 0.0 0.0 0.0 0.1209
H -0.9553 -1.3174 2.2616 0.0 0.0 0.0 0.1265
H 1.0270 -0.1972 3.3164 0.0 0.0 0.0 0.1272
H 0.6673 1.2714 2.4152 0.0 0.0 0.0 0.1312
```
Forces are in eV/Å.

Output
- charge = 0
- SMILES = CS[C@@H](C)[C@@H](O)C(=O)NCC1(O)CCN(C(=O)Cc2ccc(CO)cc2)CC1
- energy relative to the best compared isomer or geometry (same formula, charge and spin) (kcal/mol) = 10.54
- Kohn-Sham gap (eV) = 9.27
- LUMO energy (eV) = 0.5

***

# 3
A cluster of 2 separate species, C8H13BrN2 in total, computed with the ωB97M-V functional and the def2-TZVPD basis.

Geometry as XYZ:
```
24
Properties=species:S:1:pos:R:3:forces:R:3:lowdin_charge:R:1
C -1.6104 1.0548 0.0603 1.4 -0.7 -0.1 -0.2864
C -0.2614 1.1191 0.5057 -1.2 1.1 0.9 -0.0558
C -1.1761 -2.2182 1.0709 -0.9 -0.4 0.4 -0.5108
C -1.0798 -1.7328 2.4691 2.1 2.1 -1.6 -0.2552
C -0.0911 -0.3802 -2.0994 0.5 -2.1 -1.6 -0.0738
C 2.0107 1.7743 1.7785 0.2 0.5 -1.3 -0.0996
C 0.6942 -0.6635 -0.8819 -3.2 -1.3 3.4 -0.2274
C 1.9861 0.6132 0.8238 1.8 -0.9 -1.8 -0.2495
N -2.7555 1.0527 -0.0908 -0.5 0.1 -0.1 0.1324
N 0.7250 0.3853 0.1732 -2.0 0.5 -1.2 -0.1650
Br -2.9621 -2.5451 0.5810 0.3 0.2 0.2 0.6714
H -0.0474 -1.2995 2.5639 -0.7 -0.2 -0.1 0.0747
H -1.7488 -0.9939 2.8601 -0.9 0.2 0.0 0.0699
H -1.0102 -2.5467 3.1038 -0.3 -2.1 1.3 0.0540
H 0.2934 0.4997 -2.5062 -0.1 2.0 -0.8 0.0563
H 0.2870 -1.1259 -2.8970 -1.1 0.7 1.3 0.1179
H -1.1896 -0.4227 -1.9676 0.8 0.2 -0.2 0.0795
H 2.8990 1.6686 2.4010 0.5 0.7 -0.5 0.0755
H 1.8370 2.7243 1.1439 0.7 -1.3 1.5 0.1178
H 1.2248 1.6863 2.4853 -1.1 0.1 0.4 0.0446
H 0.1766 -1.5014 -0.2994 0.7 0.6 -1.0 0.0722
H 1.6541 -0.9830 -0.9650 2.9 -0.7 -1.0 0.0780
H 2.6467 0.7534 -0.1037 -0.1 0.1 1.6 0.1480
H 2.2851 -0.3755 1.2277 0.0 0.6 0.2 0.1315
```
Forces are in eV/Å.

Output
- charge = 0
- energy relative to the best compared isomer or geometry (same formula, charge and spin) (kcal/mol) = 91.92
- Kohn-Sham gap (alpha / beta) (eV) = 7.22 / 7.22
- LUMO energy (alpha / beta) (eV) = -0.9 / -0.9

***

# 4
A structure of composition C42H67GeN4O4P2RbS, computed with the ωB97M-V functional and the def2-TZVPD basis.

Geometry as XYZ:
```
122
Properties=species:S:1:pos:R:3:forces:R:3:lowdin_charge:R:1
Rb 0.4258 0.6506 -0.2402 -0.4 -0.3 0.0 0.5908
O 4.2744 1.8739 -2.2845 0.0 0.1 0.0 0.0885
C 3.0379 2.1671 -1.8147 0.1 0.1 -0.1 -0.4906
O 2.8001 2.1049 -0.6308 0.2 0.0 0.0 -0.0336
C 2.0454 2.5414 -2.8688 0.1 0.1 -0.1 -0.3051
C 2.4783 2.9707 -4.1090 0.0 -0.1 0.1 -0.0739
C 1.4421 3.4015 -4.9957 -0.1 0.0 0.0 -0.1261
C 0.1413 3.2995 -4.6421 0.0 0.0 -0.1 -0.0382
C -0.2364 2.7264 -3.3495 -0.2 -0.1 0.1 -0.2440
N 0.7956 2.4647 -2.4285 0.1 0.1 0.0 0.0226
C -1.5223 2.5115 -2.9950 0.1 0.1 -0.1 -0.4521
O -2.5536 2.8510 -3.8715 0.0 0.0 0.0 0.0059
O -1.9184 2.0579 -1.7754 0.1 -0.1 0.0 -0.2688
H 4.7952 1.6519 -1.4989 0.0 0.0 0.0 0.1196
H 3.5240 2.9901 -4.3700 0.0 0.0 0.0 0.0783
H 1.6988 3.8192 -5.9648 0.0 0.0 0.0 0.0830
H -0.6443 3.6262 -5.3100 0.0 0.0 0.0 0.0901
H -3.0577 2.0394 -4.0152 -0.1 0.0 0.0 0.0307
C 4.6141 -1.6692 3.7051 0.0 0.0 0.0 -0.1352
C 3.6095 -0.6890 3.1033 0.0 0.0 0.0 -0.5547
C 4.3388 0.2315 2.1200 0.0 0.0 0.0 -0.1468
P 2.0661 -1.3000 2.2311 -0.1 0.1 0.0 1.0565
C 0.8658 -1.6150 3.6283 0.0 -0.1 0.0 -0.5609
C 1.2901 -2.4244 4.8501 0.0 0.0 0.0 -0.1149
C -0.3952 -2.2144 3.0075 0.0 0.0 0.0 -0.1307
C 2.3867 -2.9504 1.5497 0.0 0.0 0.0 -0.3041
C 2.9077 -3.9976 2.3104 0.0 0.0 0.0 -0.1041
C 3.0655 -5.2954 1.8460 0.0 0.0 0.0 -0.3198
C 3.6764 -6.3753 2.6974 0.0 0.0 0.0 -0.0902
C 2.6520 -5.5332 0.5293 0.0 0.0 0.0 -0.0815
C 2.1212 -4.5464 -0.2611 0.0 0.0 -0.1 -0.0311
C 1.9476 -3.1924 0.1953 0.1 -0.1 0.0 -0.3541
N 1.4200 -2.2315 -0.5519 0.0 0.0 0.1 -0.0021
C 0.9324 -2.5660 -1.8179 0.0 0.2 0.0 -0.2740
C 1.6965 -2.2935 -2.9642 0.0 0.0 0.0 -0.2034
C 3.0859 -1.7421 -2.8096 0.0 0.0 0.0 -0.0299
C 1.1543 -2.5070 -4.2255 0.0 0.0 0.0 -0.0225
C -0.1336 -2.9985 -4.3940 0.0 0.0 0.0 -0.2896
C -0.7293 -3.1620 -5.7671 0.0 0.0 0.0 -0.0712
C -0.8754 -3.2796 -3.2534 0.0 0.0 0.0 -0.0263
C -0.3727 -3.0647 -1.9771 0.1 0.0 0.0 -0.2072
C -1.2277 -3.3006 -0.7656 0.0 0.0 0.0 -0.0381
H 5.4691 -1.1197 4.1137 0.0 0.0 0.0 0.0668
H 4.9911 -2.3505 2.9404 0.0 0.0 0.0 0.0724
H 4.1925 -2.2734 4.5083 0.0 0.0 0.0 0.0480
H 3.1966 -0.0702 3.9120 0.0 0.0 0.0 0.0911
H 4.6987 -0.3476 1.2635 0.0 0.0 0.0 0.0782
H 5.2068 0.7008 2.5944 0.0 0.0 0.0 0.0687
H 3.6872 1.0121 1.7269 0.0 0.0 0.0 0.0485
H 0.6321 -0.5994 3.9656 0.0 0.0 0.0 0.0505
H 1.4873 -3.4636 4.5826 0.0 0.0 0.0 0.0640
H 0.4873 -2.4261 5.5963 0.0 0.0 0.0 0.0690
H 2.1818 -2.0142 5.3275 0.0 0.0 0.0 0.0557
H -0.1886 -3.2187 2.6296 0.0 0.0 0.0 0.0768
H -0.7555 -1.6170 2.1666 0.0 0.0 0.0 0.0598
H -1.1982 -2.2861 3.7484 0.0 0.0 0.0 0.0699
H 3.2044 -3.7916 3.3310 0.0 0.0 0.0 0.0718
H 3.6077 -6.1221 3.7585 0.0 0.0 0.0 0.0620
H 4.7377 -6.5398 2.4751 0.0 0.0 0.0 0.0628
H 3.1702 -7.3353 2.5583 0.0 0.0 0.0 0.0616
H 2.7460 -6.5352 0.1144 0.0 0.0 0.0 0.0989
H 1.8054 -4.7879 -1.2693 0.0 0.0 0.0 0.1027
H 3.0600 -0.6745 -2.5747 0.0 0.0 0.0 0.0700
H 3.6573 -1.8629 -3.7321 0.0 0.0 0.0 0.0718
H 3.6131 -2.2344 -1.9916 0.0 0.0 0.0 0.0736
H 1.7550 -2.2727 -5.1007 0.0 0.0 0.0 0.1087
H 0.0347 -3.4168 -6.5051 0.0 0.0 0.0 0.0642
H -1.2107 -2.2381 -6.0996 0.0 0.0 0.0 0.0749
H -1.4871 -3.9482 -5.7802 0.0 0.0 0.0 0.0650
H -1.8876 -3.6607 -3.3600 0.0 0.0 0.0 0.1018
H -2.1221 -3.8693 -1.0270 0.0 0.0 0.0 0.0700
H -1.5513 -2.3421 -0.3473 0.0 0.0 0.0 0.0706
H -0.6805 -3.8345 0.0131 0.0 0.0 0.0 0.0661
C -3.3236 0.0129 3.5668 0.0 0.0 0.0 -0.1651
C -2.1380 0.8504 4.0387 0.0 0.0 0.0 -0.4263
P -1.3734 1.8466 2.6766 0.1 0.0 0.1 0.9578
C -2.7070 3.0835 2.3482 0.0 0.1 0.0 -0.4172
C -3.6211 2.7057 1.1873 0.0 0.0 0.0 -0.1712
C -0.2679 2.9320 3.6754 0.0 0.1 0.1 -0.4483
C 0.9807 2.2364 4.2016 0.0 0.0 0.0 -0.1669
H -3.6372 -0.6991 4.3339 0.0 0.0 0.0 0.0632
H -3.0727 -0.5497 2.6656 0.0 0.0 0.0 0.0640
H -4.1812 0.6442 3.3294 0.0 0.0 0.0 0.0543
H -1.3555 0.1965 4.4319 0.0 0.0 0.0 0.0464
H -2.4380 1.5175 4.8563 0.0 0.0 0.0 0.0742
H -2.1715 4.0091 2.1133 0.0 0.0 0.0 0.0434
H -3.2660 3.2820 3.2715 0.0 0.0 0.0 0.0777
H -3.0489 2.5202 0.2747 0.0 0.0 0.0 0.0486
H -4.3514 3.4950 0.9870 0.0 0.0 0.0 0.0723
H -4.1761 1.7923 1.3967 0.0 0.0 0.0 0.0401
H -0.8315 3.3932 4.4973 0.0 0.0 0.0 0.0784
H 0.0507 3.7387 3.0098 0.0 0.0 0.0 0.0011
H 0.7447 1.4613 4.9349 0.0 0.0 0.0 0.0558
H 1.6502 2.9560 4.6773 0.0 0.0 0.0 0.0684
H 1.5315 1.7676 3.3825 0.0 0.0 0.0 0.0540
S 1.9474 5.0917 1.5725 0.0 0.0 0.1 0.5568
C 0.6944 5.3516 0.4992 0.1 0.0 -0.1 -0.9053
N 0.6350 4.9954 -0.7911 -0.2 -0.1 0.2 0.0577
C -0.6368 5.3910 -1.3946 0.0 0.0 -0.1 -0.1178
C -1.4979 5.7156 -0.1736 0.0 0.0 0.0 -0.1396
N -0.4623 6.0188 0.8142 0.1 0.0 0.0 -0.0009
H 1.1216 4.1773 -1.1507 0.1 0.0 0.0 0.1043
H -1.0399 4.5859 -2.0063 0.0 0.0 0.0 0.0995
H -0.4881 6.2817 -2.0129 0.0 0.0 0.0 0.1170
H -2.1007 4.8499 0.1167 0.0 0.0 0.0 0.0955
H -2.1511 6.5714 -0.3405 0.0 0.0 0.0 0.1096
H -0.6577 6.1170 1.7961 0.0 0.0 0.0 0.1060
C -4.4287 -1.7095 -1.9382 0.0 0.1 0.0 -0.2293
Ge -4.1390 0.2185 -2.2647 0.1 0.0 -0.3 0.7514
C -4.8133 0.4396 -4.1770 -0.2 -0.1 0.1 -0.2534
C -5.5223 1.1968 -1.2422 0.0 0.0 0.0 -0.2330
C -2.3417 0.6261 -1.7582 0.0 0.1 0.1 -0.3698
H -5.4657 -1.9912 -2.1386 0.0 0.0 0.0 0.0027
H -4.1909 -1.9468 -0.9010 0.0 0.0 0.0 0.0034
H -3.7782 -2.3057 -2.5795 0.0 0.0 0.0 -0.0066
H -5.7557 -0.1063 -4.2979 0.0 0.0 0.0 -0.0078
H -4.0958 0.0288 -4.8921 0.0 0.0 0.0 0.0030
H -5.0243 1.4779 -4.4511 0.1 0.0 0.1 -0.0019
H -6.5198 0.9742 -1.6293 0.0 0.0 0.0 0.0017
H -5.3530 2.2722 -1.3168 0.0 0.0 0.0 0.0083
H -5.4880 0.9139 -0.1892 0.0 0.0 0.0 -0.0074
H -1.6072 0.0808 -2.3705 -0.1 -0.1 0.0 -0.0059
```
Forces are in eV/Å.

Output
- charge = -2
- energy relative to the best compared isomer or geometry (same formula, charge and spin) (kcal/mol) = 11.56
- Kohn-Sham gap (eV) = 3.94
- LUMO energy (eV) = 3.6